No. 1
A structure of composition C30H40Cl2FeN2O3P at a distorted geometry. Source: OMol25; level of theory: ωB97M-V with the def2-TZVPD basis set.

```
79
Properties=species:S:1:pos:R:3:forces:R:3
Fe 0.66923 0.03657 -0.25299 0.40 -0.97 1.57
Cl -0.37814 1.60295 0.96863 -0.26 0.44 0.15
Cl 0.91483 -1.12220 -2.14015 0.17 -0.22 -0.65
P -1.07226 -1.82559 0.39355 0.22 0.67 -0.48
O 2.15007 1.08185 -0.56690 -1.34 -0.79 -1.58
O -2.20640 1.57773 -1.98485 0.43 -0.28 -1.36
O -3.60313 0.92828 2.42028 0.16 1.11 0.04
N -0.61006 1.54586 -3.64136 -0.41 -0.16 -0.06
N -2.96527 3.00340 3.14438 -0.22 -0.03 0.24
C -4.98850 -1.53126 -2.09568 0.31 -0.02 -0.01
C 1.54829 -0.56476 2.57491 0.02 -0.04 0.28
C -3.15522 2.05752 2.19849 -0.08 -0.64 -0.18
C -1.75479 1.13187 -3.04472 -0.02 0.47 0.95
C 5.26718 2.93223 -2.59889 -0.32 -0.18 0.42
C -0.09251 0.84635 -4.80189 -0.04 -0.20 0.14
C 2.15973 -0.61762 1.40065 -1.08 0.00 0.25
C -4.28346 -2.74062 -2.10195 0.01 0.11 0.16
C 3.40684 -1.28355 0.99241 0.14 -0.75 -0.48
C 5.73320 4.08233 -0.50492 -0.06 -0.13 0.16
C -3.36505 -0.60808 -0.56741 0.16 -0.14 0.10
C 0.40540 -5.30051 -1.18583 -0.22 0.06 0.23
C 4.10613 2.30164 -0.56234 -0.93 -0.69 0.91
C 0.59321 -6.12542 -0.07289 -0.06 0.25 -0.02
C -2.62725 -1.79877 -0.59823 -0.33 -0.25 0.11
C -1.70254 -1.69371 2.07767 -0.31 -0.20 0.48
C -0.49374 -3.55598 0.25501 0.02 -0.24 -0.09
C 5.97184 3.90816 -1.87717 0.22 0.02 -0.32
C -4.51989 -0.46414 -1.32480 -0.24 -0.36 -0.12
C 4.80266 3.29084 0.15523 0.84 0.19 -0.29
C -0.33260 -4.40114 1.36649 0.02 0.04 -0.43
C -2.54397 4.35141 2.80071 -0.12 -0.18 -0.37
C 0.21348 -5.67705 1.19357 -0.03 0.06 -0.10
C -3.43987 2.74405 4.48843 -0.03 -0.10 0.01
C 3.10925 1.51890 0.13206 1.99 2.12 0.34
C 1.71659 -1.59090 3.67796 0.39 -0.12 0.30
C 0.24106 2.54694 -3.02929 0.26 0.00 0.12
C -3.12200 -2.88649 -1.33592 -0.05 0.29 -0.14
C 4.32530 2.13797 -1.95141 0.26 0.29 -0.33
C -0.15291 -4.03382 -1.02483 0.19 -0.05 0.08
H 4.60056 3.38839 1.22307 0.10 0.14 -0.26
H 0.63934 0.07872 -4.50976 -0.13 0.24 -0.05
H -2.12740 4.83426 3.68937 0.08 -0.11 -0.24
H -4.53866 2.80900 4.54073 0.24 -0.03 0.08
H -3.13605 1.73505 4.79247 -0.12 0.28 -0.02
H 0.33798 -6.32718 2.05789 -0.01 0.11 -0.15
H 0.88068 0.26668 2.82245 -0.23 -0.48 -0.49
H -2.99976 3.49434 5.15247 -0.11 -0.24 0.00
H -3.04392 0.20236 0.07974 0.07 -0.04 -0.26
H 6.72691 4.50834 -2.39046 -0.25 -0.08 0.21
H -2.26823 0.32503 -3.61328 0.12 0.21 0.17
H -0.86920 -1.64633 2.78628 -0.13 0.03 -0.14
H 0.56561 3.25151 -3.80544 -0.08 -0.01 0.14
H -0.93058 0.35327 -5.30770 0.23 0.09 -0.05
H 1.56174 -2.61376 3.29132 0.13 0.34 0.17
H 3.31717 -1.71122 -0.01426 0.09 0.05 0.14
H 3.13827 1.44300 1.23417 -0.17 0.23 -0.57
H -0.65797 -4.07927 2.35847 0.24 -0.06 -0.31
H 2.71019 -1.54591 4.15249 -0.20 -0.10 -0.10
H -0.30896 -3.39614 -1.90007 0.17 -0.21 0.42
H -2.84544 2.38507 1.19205 -0.12 -0.10 0.17
H 6.29031 4.84500 0.04227 -0.15 -0.15 -0.12
H 0.38997 1.56117 -5.47925 -0.19 -0.10 0.05
H 0.67672 -5.63866 -2.18671 -0.04 0.04 0.29
H -2.32509 -2.56924 2.29651 0.01 0.15 0.08
H 0.97597 -1.41229 4.46621 0.11 -0.08 -0.10
H 1.02965 -7.11500 -0.20093 -0.09 0.19 0.08
H -4.63632 -3.57697 -2.70809 0.05 0.19 0.21
H 1.14147 2.09270 -2.58440 -0.30 0.08 -0.05
H -3.38288 4.96136 2.43756 0.09 -0.01 0.11
H -0.32121 3.06794 -2.25015 0.12 -0.14 -0.12
H 3.76547 1.36481 -2.48089 0.14 0.24 0.14
H 4.22988 -0.55501 0.95987 -0.24 -0.14 -0.01
H -2.60627 -3.84816 -1.31543 -0.15 0.33 -0.09
H -2.31675 -0.78865 2.18649 0.27 -0.20 -0.14
H -5.05477 0.48379 -1.32060 0.13 -0.19 0.06
H -5.89394 -1.41959 -2.69791 0.29 -0.04 0.18
H -1.79132 4.29153 2.00829 -0.03 0.10 0.18
H 3.70136 -2.08385 1.68428 -0.05 -0.01 0.03
H 5.45073 2.77869 -3.66511 0.01 0.12 0.29
```
Positions in Å, forces in eV/Å.

⟨S²⟩: 6.1336
Orbital gap (alpha / beta) (eV): 4.91 / 7.47
2S+1: 5
LUMO (alpha / beta) (eV): 2.689 / 2.700
Total energy (eV): -109603.340
Net charge: -1



No. 2
A structure of composition C30H40Cl2N2O3PPd at a distorted geometry. Source: OMol25; level of theory: ωB97M-V with the def2-TZVPD basis set.

```
79
Properties=species:S:1:pos:R:3:forces:R:3
Pd 0.99318 0.59809 -0.19283 0.67 -0.82 0.83
Cl -0.11946 -1.25796 -1.14654 -0.21 -1.35 -0.49
Cl 2.04172 2.69133 -0.18003 0.58 1.26 0.05
P 0.70115 0.09654 1.91143 -0.25 0.45 0.05
O -0.34749 1.42891 -1.51059 -2.39 1.88 -3.10
O 3.11845 -2.31408 -0.08474 0.74 0.19 -0.11
O -2.96228 -3.15430 0.92090 0.17 -0.31 -0.13
N -2.04359 -4.96558 -0.12754 -0.20 -0.59 0.07
N 3.91876 -0.37749 -1.04230 0.38 -0.50 0.10
C -3.21904 1.27625 -1.51975 -1.42 -2.37 0.90
C 3.22045 -0.50827 -2.31148 -0.25 0.20 0.24
C 0.11563 2.51841 -4.25154 0.31 0.49 0.10
C -1.88652 1.29680 -4.79912 0.11 0.31 0.40
C 4.22617 1.57018 3.33178 -0.14 -0.35 0.00
C -1.20779 1.55547 -2.33127 2.23 0.32 0.24
C 2.98808 -0.94001 3.15750 0.32 0.44 0.17
C -0.48926 1.18766 2.81582 0.34 0.55 0.18
C -0.99973 1.79518 -3.81464 -0.19 -0.59 -0.49
C -0.73130 2.49095 2.32167 0.27 -0.57 0.22
C -2.16589 2.97627 4.20144 0.05 -0.82 0.39
C 2.91178 1.46273 2.87095 0.45 0.09 0.09
C -1.94336 1.67929 4.70272 0.21 0.35 -0.74
C -1.11142 0.78977 4.00706 -0.20 0.24 0.31
C 2.29335 0.20982 2.74902 0.24 -0.13 0.91
C 4.29060 -0.82862 3.65861 0.11 -0.06 -0.15
C 3.91666 -1.38923 -0.12443 -0.41 0.33 -0.25
C -2.17560 -3.64037 0.11703 0.23 0.63 -0.25
C -3.90777 0.55712 0.82770 -0.17 -0.02 0.79
C -3.54728 0.31288 -0.56832 1.22 1.43 -2.70
C 0.07085 -1.53760 2.25186 -0.03 -0.56 0.40
C 0.32945 2.77012 -5.60886 -0.07 -0.35 -0.16
C -0.53377 2.25724 -6.57758 -0.11 0.09 0.41
C 4.92075 0.41766 3.72787 -0.12 0.06 -0.12
C -3.36989 2.74777 -1.25929 0.39 0.18 -0.32
C -2.84969 -5.93895 0.58648 0.23 -0.07 -0.23
C -1.56433 3.36261 3.01862 0.13 0.39 -0.54
C -1.65150 1.53951 -6.15358 -0.08 -0.41 -0.18
C -1.18869 -5.49087 -1.18202 -0.16 0.23 0.26
C 4.74968 0.80230 -0.86881 -0.06 0.08 0.04
H -2.18769 -6.71029 1.00788 -0.20 0.14 0.01
H -1.47369 -3.01422 -0.48653 -0.39 -0.26 0.33
H -0.22648 2.82843 1.40996 -0.17 -0.25 0.23
H 0.21429 -1.79188 3.30342 -0.12 -0.25 0.04
H 2.71381 0.44224 -2.53449 0.07 -0.25 -0.02
H -3.98397 -0.42861 1.29520 -0.04 0.32 0.37
H -3.05232 0.85780 -2.53481 -1.02 0.51 0.76
H 0.60427 -2.24025 1.60950 -0.01 -0.01 0.04
H 5.26407 0.74036 0.10229 -0.08 0.04 -0.34
H -0.52356 -6.26449 -0.76426 -0.09 0.28 -0.20
H -2.31758 1.09943 -6.90568 0.17 0.23 0.38
H 4.83605 -1.73579 3.95774 -0.28 0.45 -0.12
H -2.38223 3.16854 -0.99843 -0.52 0.14 0.00
H -3.47270 -0.71957 -0.88095 0.07 -0.08 -0.02
H -2.76554 0.71822 -4.50361 0.35 0.15 -0.12
H 2.39181 2.36482 2.55468 0.04 -0.24 -0.03
H -2.42244 1.37462 5.62151 -0.01 -0.07 0.09
H 4.74320 -1.27338 0.61116 -0.36 0.06 0.03
H -3.73262 3.24080 -2.17392 0.09 0.09 0.34
H -2.80487 3.66359 4.74484 0.01 -0.05 -0.03
H 3.93732 -0.73095 -3.11867 -0.12 0.03 0.14
H -0.33740 2.41884 -7.64224 -0.11 -0.06 0.42
H 1.21003 3.31111 -5.94499 -0.08 0.02 0.26
H -3.40002 -5.43646 1.38054 0.05 -0.03 -0.10
H -0.93948 -0.21197 4.42803 -0.07 0.51 -0.29
H -4.87431 1.07132 0.89743 0.02 -0.05 0.16
H -1.80385 -5.95204 -1.97434 0.23 0.15 0.16
H -3.16613 1.17457 1.35387 -0.12 -0.19 0.00
H 4.10335 1.69882 -0.85619 0.34 -0.39 0.03
H 2.52863 -1.91980 3.07557 0.07 0.12 -0.04
H 5.48052 0.89813 -1.68987 -0.06 -0.11 0.23
H 0.82924 2.92361 -3.52601 -0.31 -0.27 -0.09
H 4.71788 2.54842 3.35562 -0.22 -0.36 0.05
H -0.98893 -1.57761 1.99048 0.08 0.01 -0.02
H 5.95842 0.49481 4.06446 -0.35 -0.05 -0.05
H -3.54817 -6.43609 -0.10439 0.05 0.10 0.19
H -0.59928 -4.66425 -1.59559 -0.06 -0.26 0.04
H -1.73239 4.36528 2.60148 0.05 -0.43 0.28
H -4.05579 2.95211 -0.42798 0.08 -0.10 -0.24
H 2.46747 -1.29572 -2.22595 0.14 0.13 -0.04
```
Positions in Å, forces in eV/Å.

⟨S²⟩: 2.0291
Orbital gap (alpha / beta) (eV): 5.58 / 6.73
2S+1: 3
LUMO (alpha / beta) (eV): 2.693 / 2.568
Total energy (eV): -78695.658
Net charge: -1



No. 3
A structure of composition C30H40ClIN6O4P2Ti at a distorted geometry. Source: OMol25; level of theory: ωB97M-V with the def2-TZVPD basis set.

```
85
Properties=species:S:1:pos:R:3:forces:R:3
I 2.12506 -1.77934 -2.11968 0.29 0.38 -0.85
Ti 0.68896 -0.57334 0.06602 0.66 -0.38 -1.92
Cl -0.97864 -2.03944 -0.52168 -0.35 -0.63 -0.46
P 0.09036 0.95506 -1.77948 -0.52 1.28 -1.25
P 2.76766 -0.18194 2.15342 1.67 0.15 1.22
O 2.54186 -0.13754 0.65832 0.31 0.01 -0.25
O 0.88066 -1.70204 1.65422 0.29 -0.81 0.68
O 1.79446 0.56496 3.00302 -0.11 0.02 0.54
O 0.13256 -2.09544 3.67832 -0.17 0.14 -0.19
N -3.67364 -2.68794 1.76272 0.04 -0.10 -0.34
N -0.58694 0.43096 1.42532 -0.49 0.49 0.46
N -4.30814 -4.56634 2.97352 -0.02 0.15 0.03
N -3.59534 -4.76834 0.79602 0.05 -0.22 -0.10
N 4.18106 1.48706 3.74532 -0.29 0.37 0.58
N 2.51886 -2.92384 3.22812 -0.62 -0.24 0.29
C 0.00106 -1.56184 2.56512 -0.69 -0.24 1.06
C -1.26574 4.67376 -0.56608 -0.04 0.05 -0.02
C 0.92716 1.40666 -3.34958 -0.22 0.04 0.17
C -0.25684 5.04906 0.30552 0.05 -0.04 0.03
C 4.70256 0.23816 -4.96708 -0.11 0.25 -0.24
C -0.14964 2.58546 -0.98218 0.07 -0.28 0.14
C -3.91234 -0.77834 -3.18888 0.01 -0.06 0.03
C -4.05944 -1.69394 2.75812 0.03 0.04 0.47
C 0.74386 3.00036 -5.17738 0.24 0.04 -0.22
C 0.85486 2.95976 -0.08508 0.04 -0.17 -0.09
C -1.53374 0.40906 -2.38668 -0.05 -0.02 0.14
C 1.96936 2.61456 -5.64198 -0.21 0.06 0.16
C 3.97286 1.25416 -5.51268 0.19 -0.25 0.11
C 2.14876 0.89696 -3.87308 -0.09 0.23 -0.20
C 2.89646 -0.22594 -3.44388 0.18 -0.50 0.46
C 3.41216 -1.78234 2.96312 -0.14 0.76 -0.58
C -1.60884 -0.26714 -3.60188 0.16 0.17 0.16
C -2.02674 -0.24864 3.41302 0.22 -0.28 -0.05
C -1.18094 -0.66834 2.21292 -0.36 0.05 0.58
C -2.66174 0.47906 -1.56848 0.12 0.13 -0.12
C -2.98504 -1.37324 3.81232 -0.06 0.24 -0.10
C -1.21844 3.44796 -1.20918 0.05 -0.14 0.04
C 2.69996 1.59016 -5.00618 -0.08 -0.17 0.25
C -2.79544 -0.85224 -4.00238 -0.06 -0.07 0.02
C 4.13046 -0.54004 -3.95258 -0.35 -0.18 0.39
C 0.25306 2.41726 -4.01138 0.21 -0.36 0.21
C -3.86674 -4.00434 1.85192 0.05 0.13 -0.08
C 4.36636 0.80566 2.44582 -0.39 -0.56 -0.93
C 0.80346 4.18806 0.54972 0.06 0.07 0.00
C -3.84604 -0.10594 -1.97678 -0.07 0.01 0.12
H 1.47566 -2.59694 3.59542 0.54 -0.23 -0.34
H -2.39464 -2.25944 4.04372 -0.10 -0.14 0.09
H 4.26616 -2.10654 2.36302 -0.02 -0.01 0.10
H -3.27344 -4.37574 -0.07558 -0.04 0.03 0.10
H 1.69436 2.28246 0.08982 -0.09 0.19 -0.03
H 3.77736 -1.43484 3.93252 0.06 0.00 -0.08
H 4.63196 2.41026 3.79822 -0.17 -0.26 -0.02
H -2.84094 -1.37094 -4.94618 -0.03 -0.06 -0.12
H -1.80214 -1.23444 1.50882 0.34 0.20 0.30
H 4.35216 1.81866 -6.35048 0.08 0.06 -0.07
H 5.29006 0.23396 2.41892 0.03 0.00 0.09
H 4.51626 0.93466 4.54402 -0.04 0.19 -0.21
H -0.68804 2.76986 -3.61578 -0.02 0.05 -0.04
H -3.30634 -2.35294 0.87922 -0.10 -0.14 0.07
H 0.17116 3.76386 -5.67808 -0.03 0.10 -0.07
H -1.32554 1.06056 1.09592 0.38 -0.15 -0.03
H -4.53034 -5.54804 3.01272 -0.01 0.04 0.01
H -3.49564 -1.06544 4.72242 -0.02 -0.06 0.11
H 2.34426 -3.45254 2.36512 0.03 0.14 0.35
H -3.72624 -5.76734 0.82892 0.03 0.08 0.00
H -2.58914 0.65626 3.16422 0.01 -0.03 -0.01
H -2.61494 1.00086 -0.61588 -0.08 0.00 -0.10
H -4.72274 -0.04054 -1.34928 -0.11 0.05 0.03
H -2.08684 5.34486 -0.76048 -0.11 0.08 0.00
H 4.65556 -1.41204 -3.59298 0.07 -0.04 0.01
H -4.83074 -1.25224 -3.49518 -0.16 0.01 -0.06
H -4.96534 -2.03874 3.26052 -0.04 0.03 -0.12
H 2.40676 3.08096 -6.51078 0.02 0.08 -0.11
H -1.37694 -0.02364 4.26072 -0.03 0.13 -0.03
H -0.29204 6.01156 0.79112 -0.02 0.10 0.05
H 5.68586 -0.00494 -5.33698 0.06 -0.05 -0.05
H 4.41216 1.55666 1.65402 -0.02 -0.03 0.13
H 1.59726 4.49326 1.21522 0.06 0.01 0.08
H -2.01474 3.16556 -1.88218 -0.08 -0.01 -0.07
H -0.73574 -0.33764 -4.23448 0.03 0.00 -0.07
H -4.51334 -4.00864 3.78532 -0.01 -0.08 -0.01
H 2.93226 -3.55084 3.92702 0.00 0.08 -0.27
H 0.03026 0.97866 2.04112 -0.17 0.00 -0.11
H 3.13266 1.56146 3.82752 0.31 0.17 0.21
H -4.34014 -0.78624 2.22102 -0.06 -0.08 -0.03
```
Positions in Å, forces in eV/Å.

⟨S²⟩: 0.7527
Orbital gap (alpha / beta) (eV): 7.19 / 7.52
2S+1: 2
LUMO (alpha / beta) (eV): -7.361 / -7.030
Total energy (eV): -111190.418
Net charge: +3



Which formula does entry 2 have? C30H40Cl2N2O3PPd